[1]
The following is a quantum chemistry calculation of C2H4N2OS in the gas phase in a non-equilibrium geometry, from the Open Molecules 2025 dataset.

Properties
HOMO level: -0.35447 hartree
Energy relative to the best compared isomer or geometry (same formula, charge and spin): 191.32 kJ/mol
LUMO: 0.3 eV
SMILES: [H]/N=C\NSC=O

```
10
C2H4N2OS | the Open Molecules 2025 dataset | ωB97M-V/def2-TZVPD
H -0.11014 -0.72202 -1.83118
N 0.32099 -1.46222 -1.30432
C -0.07072 -1.39294 -0.07581
N -0.89653 -0.44442 0.54938
S -1.04902 1.10058 -0.11828
C 0.58744 1.76980 0.17758
O 1.30988 1.34585 1.04791
H 0.09225 -2.26766 0.54283
H -1.01306 -0.53755 1.57194
H 0.82891 2.61058 -0.56005
```

***

[2]
The following is a quantum chemistry calculation of 2 unconnected molecules or ions with the total composition CH3N2S in a non-equilibrium geometry, from the Open Molecules 2025 dataset.

Properties
Charge: +1
HOMO level: -0.53163 hartree
Energy relative to the best compared isomer or geometry (same formula, charge and spin): 211.00 kJ/mol
LUMO: -6.8 eV

```
7
CH3N2S | the Open Molecules 2025 dataset | ωB97M-V/def2-TZVPD
C 0.18208 0.35198 0.29746
N 1.26858 0.43925 0.72515
N -0.69199 -0.26459 -0.39180
S 3.66307 1.54122 2.55203
H 2.05135 0.79738 1.16912
H -1.32843 -0.78106 0.14801
H -1.17930 0.22145 -1.13366
```

***

[3]
The following is a quantum chemistry calculation of 2 unconnected molecules or ions with the total composition C4H12NO4 in a non-equilibrium geometry, from the Open Molecules 2025 dataset.

Properties
Charge: +1
HOMO level: -0.54385 hartree
Energy relative to the best compared isomer or geometry (same formula, charge and spin): 27.15 kJ/mol
LUMO: -3.2 eV

```
21
C4H12NO4 | the Open Molecules 2025 dataset | ωB97M-V/def2-TZVPD
O 2.06393 -1.53591 -1.23592
C 1.04322 -0.92184 -1.31388
O 0.58888 -0.35969 -2.43422
C 0.02924 -0.87537 -0.18943
C 0.71680 -0.52964 1.07008
C -0.17707 -0.56466 2.30887
O -1.06127 0.57518 2.27697
N -1.10270 0.12411 -0.49850
H 0.85853 -0.47450 -3.35390
H -0.53585 -1.81727 -0.14231
H 1.64063 -1.06463 1.30393
H 1.08861 0.50982 1.03789
H -0.90146 -1.39612 2.29474
H 0.30917 -0.58245 3.28402
H -0.65792 1.33882 2.69277
H -1.38388 0.55275 0.40209
H -1.90415 -0.41744 -0.80974
H -0.78226 0.80450 -1.17604
H -0.96439 3.36383 -1.06009
H -1.68069 3.31830 0.41635
O -1.26726 2.84972 -0.32248
```

***

[4]
The following is a quantum chemistry calculation of C5H6N2P2 in the gas phase in a non-equilibrium geometry, from the Open Molecules 2025 dataset.

Properties
HOMO level (spin up / spin down): -0.24148 / -0.27617 hartree
Energy relative to the best compared isomer or geometry (same formula, charge and spin): 532.62 kJ/mol
LUMO (spin up / spin down): -0.5 / -0.4 eV

```
15
C5H6N2P2 | the Open Molecules 2025 dataset | ωB97M-V/def2-TZVPD
C -1.15860 1.86230 -0.39506
C -3.28286 -0.26433 -0.07305
C 0.03600 1.39862 -0.46073
C -0.73211 -1.57598 -0.05273
C 1.24805 -0.42586 0.59145
N 1.07876 0.67038 -0.41019
N 0.59127 -1.65310 0.13356
P -2.73125 1.27854 0.45720
P -2.30362 -1.75647 -0.36626
H -1.39155 2.90423 -0.56650
H -4.23685 -0.42404 0.15595
H 2.19263 -0.55536 0.87193
H 0.59099 0.07156 1.43086
H 1.42313 0.46557 -1.25764
H 1.13556 -2.49672 -0.11637
```

***

[5]
The following is a quantum chemistry calculation of 4 unconnected molecules or ions with the total composition C4H16O4, from the Open Molecules 2025 dataset.

Properties
HOMO level: -0.34854 hartree
Energy relative to the best compared isomer or geometry (same formula, charge and spin): 186.46 kJ/mol
LUMO: 0.4 eV
SMILES: CO.CO.CO.CO

```
24
C4H16O4 | the Open Molecules 2025 dataset | ωB97M-V/def2-TZVPD
C -1.11365 2.14658 0.31537
O -0.30098 1.35030 -0.54356
H -1.24138 1.66467 1.28706
H -0.57866 3.07965 0.51167
H -2.04299 2.44386 -0.16915
H -0.88190 0.73846 -1.01441
C 2.95628 0.89300 1.17485
O 2.52197 0.34430 2.39879
H 3.91654 1.37653 1.34306
H 3.06668 0.12502 0.40215
H 2.26891 1.65747 0.78848
H 1.69879 -0.13548 2.23811
C -0.68988 -1.75435 1.27113
O 0.41318 -0.98130 0.84958
H -1.60189 -1.16131 1.38265
H -0.88859 -2.58890 0.59261
H -0.47159 -2.18388 2.25363
H 0.11510 -0.16518 0.42373
C -0.83985 -1.18658 -2.73383
O -1.85418 -0.82037 -1.78101
H -0.16194 -0.34465 -2.85329
H -0.27022 -2.02666 -2.33520
H -1.28387 -1.48721 -3.67944
H -2.73589 -0.98395 -2.12297
```

***

[6]
The following is a quantum chemistry calculation of C6H11NO in the gas phase, from the Open Molecules 2025 dataset.

Properties
HOMO level: -0.35346 hartree
Energy relative to the best compared isomer or geometry (same formula, charge and spin): 100.95 kJ/mol
LUMO: 0.8 eV
SMILES: [H]/N=C\C[C@H](C)C(C)=O

```
19
C6H11NO | the Open Molecules 2025 dataset | ωB97M-V/def2-TZVPD
H -2.43134 1.63529 0.00478
N -2.19942 1.22644 0.91000
C -1.56457 0.14634 0.84474
C -1.11045 -0.56510 -0.39981
C 0.43689 -0.62948 -0.49696
C 0.98993 -1.96663 -0.01330
C 1.00940 0.51782 0.33558
C 0.91521 1.88911 -0.28689
O 1.48026 0.34024 1.42913
H -1.30803 -0.31585 1.79063
H -1.51855 -0.04973 -1.27068
H -1.50170 -1.57707 -0.38378
H 0.72716 -0.48192 -1.54191
H 0.74955 -2.11995 1.03654
H 0.57679 -2.78381 -0.59748
H 2.07612 -1.98185 -0.11426
H 1.84899 2.42246 -0.12501
H 0.13302 2.44526 0.22802
H 0.69077 1.84844 -1.34934
```